Entry 1:
C2H3IN4 | ωB97M-V/def2-TZVPD

Element x y z (Å)
C1 -0.5682 0.2212 0.2425
C2 -2.8609 0.5595 -0.0773
N1 -1.7567 2.6821 -0.0145
N2 -2.4578 1.8378 -0.0796
N3 -1.7529 -0.2377 0.0297
N4 0.6381 0.4660 0.0886
I1 -4.7881 -0.2255 0.0333
H1 -1.7924 -1.3512 0.0557
H2 1.1395 0.8556 0.7922
H3 1.3073 0.2943 -0.8189

Energy above the lowest of the compared OMol25 structures with the same formula, charge and spin ... 2.8700 eV
E ... -16158.72057 eV
Multiplicity ... 1
Total charge ... +2
E_LUMO (spin up / spin down) ... -10.88 / -11.50 eV
Kohn-Sham gap (spin up / spin down) ... 7.04 / 6.40 eV
Highest occupied orbital energy (spin up / spin down) ... -17.9139 / -17.8978 eV



Entry 2:
C2H3INO2 | ωB97M-V/def2-TZVPD

Element x y z (Å)
C1 -1.3160 -0.1844 -0.5734
C2 -0.2139 -0.8251 -1.0676
N1 0.4436 0.9687 1.7347
O1 -2.1761 0.4924 -0.2686
O2 0.3527 1.6817 2.6292
I1 2.5189 0.7241 1.0658
H1 0.8034 -0.7362 -0.4479
H2 0.0228 -0.2144 -1.8605
H3 -0.4355 -1.9068 -1.2117

Energy above the lowest of the compared OMol25 structures with the same formula, charge and spin ... 1.0990 eV
E ... -15796.97065 eV
Multiplicity ... 1
Total charge ... +1
E_LUMO ... -5.69 eV
Kohn-Sham gap ... 7.89 eV
Highest occupied orbital energy ... -13.5804 eV



Entry 3:
C2H3INO3 | ωB97M-V/def2-TZVPD

Element x y z (Å)
C1 0.6662 -1.6776 0.3995
C2 0.0461 -0.2285 0.8145
N1 -0.7417 1.8053 -0.1393
O1 -0.1024 0.2385 1.8686
O2 -0.2787 0.5729 -0.3602
O3 1.1452 -1.9461 -0.6456
I1 0.4890 -0.5020 -3.7256
H1 0.8532 -2.4634 1.2832
H2 -1.7676 1.7429 -0.0351
H3 -0.3092 2.4578 0.5401

Energy above the lowest of the compared OMol25 structures with the same formula, charge and spin ... 0.0297 eV
E ... -17842.60945 eV
Multiplicity ... 3
Total charge ... +1
⟨S²⟩ ... 2.0077
E_LUMO (spin up / spin down) ... -5.01 / -9.43 eV
Kohn-Sham gap (spin up / spin down) ... 9.70 / 3.71 eV
Highest occupied orbital energy (spin up / spin down) ... -14.7071 / -13.1352 eV



Entry 4:
C2H3INOS | ωB97M-V/def2-TZVPD

Element x y z (Å)
C1 -0.5382 -0.2571 0.2826
C2 0.5803 -0.7321 0.4739
N1 -1.6589 0.5709 0.0326
O1 2.3295 -2.1809 -0.7794
S1 2.2295 -1.4651 0.4959
I1 3.0526 1.4181 -0.2692
H1 -1.5641 1.1977 -0.7671
H2 -1.8978 1.3126 0.7627
H3 -2.5330 0.1359 -0.2319

Energy above the lowest of the compared OMol25 structures with the same formula, charge and spin ... 1.7342 eV
E ... -24583.72022 eV
Multiplicity ... 1
Total charge ... +1
E_LUMO ... -6.68 eV
Kohn-Sham gap ... 6.36 eV
Highest occupied orbital energy ... -13.0400 eV



Entry 5:
C2H3IO2S | ωB97M-V/def2-TZVPD

Element x y z (Å)
C1 -2.2069 1.1438 1.0997
C2 -3.1831 0.5240 0.8848
O1 0.9000 -0.1685 -0.4074
O2 0.0653 0.2641 -2.6033
S1 -0.2394 -0.1600 -1.2690
I1 5.7246 -1.9031 -0.0492
H1 4.2502 -1.2989 0.2641
H2 -1.4246 1.8558 1.0396
H3 -3.8860 -0.2572 1.0407

Energy above the lowest of the compared OMol25 structures with the same formula, charge and spin ... 1.3498 eV
E ... -25150.36115 eV
Multiplicity ... 1
E_LUMO ... -1.17 eV
Kohn-Sham gap ... 8.80 eV
Highest occupied orbital energy ... -9.9749 eV



Entry 6:
C2H3IO3 | ωB97M-V/def2-TZVPD

Element x y z (Å)
C1 -0.1121 0.0474 0.2925
C2 -1.1523 -0.8813 -0.2254
O1 1.1104 -0.5045 0.1328
O2 -0.3643 1.1111 0.7829
O3 2.1240 2.2742 -0.6890
I1 2.4202 1.0162 0.6420
H1 -2.0969 -0.5403 0.4370
H2 -1.2134 -0.5963 -1.2365
H3 -0.7157 -1.9265 -0.1362

Energy above the lowest of the compared OMol25 structures with the same formula, charge and spin ... 0.6455 eV
E ... -16361.86160 eV
Multiplicity ... 1
E_LUMO ... -1.34 eV
Kohn-Sham gap ... 8.02 eV
Highest occupied orbital energy ... -9.3618 eV



Entry 7:
C2H3IS | ωB97M-V/def2-TZVPD

Element x y z (Å)
C1 -0.6491 -0.2422 0.4896
C2 -1.3646 0.6911 -0.0875
S1 -2.1242 1.7243 -1.0189
H1 -1.0874 -0.8621 1.1396
H2 0.3526 -0.4222 0.1503
I1 3.1344 -0.6315 -0.6809
H3 1.7382 -0.2574 0.0078

Energy above the lowest of the compared OMol25 structures with the same formula, charge and spin ... 1.1517 eV
E ... -21056.32419 eV
Multiplicity ... 1
E_LUMO ... -0.49 eV
Kohn-Sham gap ... 8.43 eV
Highest occupied orbital energy ... -8.9223 eV



Entry 8:
C2H3IS | ωB97M-V/def2-TZVPD

Element x y z (Å)
C1 -0.6843 -0.2801 0.0302
C2 0.5628 0.4864 0.0190
S1 0.6786 2.2959 0.0169
I1 2.2412 -0.7619 -0.0257
H1 -0.8106 -0.8395 -0.9471
H2 -1.4927 0.2672 0.2780
H3 -0.4949 -1.1681 0.6287

Energy above the lowest of the compared OMol25 structures with the same formula, charge and spin ... 0.5976 eV
E ... -21056.87823 eV
Multiplicity ... 1
E_LUMO ... -1.01 eV
Kohn-Sham gap ... 7.89 eV
Highest occupied orbital energy ... -8.9042 eV